F24O4P5V3 as an isolated structure. Source: the Open Molecules 2025 dataset; level of theory: ωB97M-V/def2-TZVPD.

Cartesian coordinates (Å):
V -1.24228 1.77578 -1.53080
V 0.01195 -1.63675 -1.50165
V -3.27553 -0.92815 -0.43583
P -1.95645 -0.44285 -2.52846
O -0.48867 -0.01605 -2.65870
O -1.42786 -0.28155 -1.09247
O -2.05071 -1.85429 -1.89907
O -2.94283 0.56581 -1.85990
P 3.13502 -1.51331 -0.91677
F 2.93527 -1.47399 0.68770
F 4.41610 -2.43938 -0.82041
F 2.04697 -2.71485 -1.13835
F 3.38716 -1.29909 -2.50978
F 1.85105 -0.47323 -0.96332
F 4.07766 -0.18211 -0.65027
P -0.59233 -2.78726 1.37114
F -0.01545 -1.44301 0.69584
F -0.51401 -3.37533 -0.17012
F 0.98627 -3.29067 1.63806
F -1.23338 -4.18742 1.88767
F -0.65595 -2.03127 2.79788
F -2.03506 -2.12389 0.88323
P -2.25682 1.90078 2.01337
F -3.48405 2.95565 2.02275
F -3.05398 0.77179 1.13788
F -1.58620 2.47002 0.55239
F -1.15247 0.71309 2.14621
F -1.13419 2.74679 2.91380
F -2.72486 1.22049 3.39214
P 1.57692 2.74820 -0.51533
F 2.51101 4.07071 -0.55024
F 2.84932 2.04724 0.35914
F 0.90388 3.27619 0.84709
F 0.61215 1.51962 -0.34851
F 0.27622 3.45346 -1.30440
F 2.24600 2.25874 -1.95201

Computed properties:
frontier orbital gap (spin up / spin down): 6.8832 / 8.4909 eV
molecular weight: 827.650 g mol⁻¹
total charge: -1
total energy: -196938.7161 eV
multiplicity: 10
LUMO level (spin up / spin down): -0.112 / 0.079 eV

Atom charges from the Mulliken analysis, given in e for atoms 1 to 4: number 1, V, carries 0.696; number 2, V, carries 0.595; number 3, V, carries 0.819; number 4, P, carries -0.159